1.
C30H40N5S2SeSi3Zn | ωB97M-V/def2-TZVPD

XYZ file:
```
82
C30H40N5S2SeSi3Zn | OMol25 | ωB97M-V/def2-TZVPD
Zn -0.427 0.755 -0.989
C -3.709 3.920 -2.296
C -2.591 2.904 -2.252
S -1.821 2.692 -0.764
C -2.241 2.210 -3.424
C -3.032 2.460 -4.688
S -1.004 1.071 -3.505
H -3.845 4.373 -1.318
H -4.650 3.451 -2.596
H -3.498 4.713 -3.019
H -3.252 3.519 -4.831
H -3.990 1.932 -4.649
H -2.482 2.095 -5.552
C -1.932 -2.198 1.886
Si -1.864 -2.038 -0.013
C -3.363 -1.051 -0.591
C -2.269 -3.849 -0.429
C -0.303 -1.370 -0.764
Si 0.078 -2.156 -2.407
C 0.746 -3.925 -2.254
C 1.405 -1.239 -3.393
C -1.417 -2.368 -3.547
Si 1.145 -1.467 0.388
C 1.214 -3.011 1.488
C 2.850 -1.473 -0.421
C 1.263 0.081 1.488
C 2.270 -0.003 2.608
C 2.500 2.009 3.567
C 1.788 3.254 3.174
C 0.900 3.292 2.191
N 0.637 2.117 1.478
H -2.917 -1.872 2.232
H -1.190 -1.633 2.445
H -1.821 -3.251 2.155
H -4.236 -1.260 0.035
H -3.614 -1.323 -1.620
H -3.175 0.026 -0.568
H -3.195 -4.103 0.099
H -1.487 -4.507 -0.041
H -2.415 -4.078 -1.484
H 1.667 -3.981 -1.669
H 0.964 -4.312 -3.254
H 0.012 -4.588 -1.793
H 2.392 -1.647 -3.168
H 1.437 -0.171 -3.171
H 1.231 -1.353 -4.466
H -2.046 -3.207 -3.248
H -1.037 -2.585 -4.551
H -2.040 -1.478 -3.619
H 0.900 -3.882 0.904
H 0.584 -2.959 2.375
H 2.242 -3.192 1.812
H 3.073 -2.434 -0.891
H 3.599 -1.309 0.361
H 2.974 -0.681 -1.158
H 2.704 -0.993 2.755
H 3.134 2.275 4.411
H 2.029 4.147 3.740
H 0.387 4.204 1.897
Se 4.109 -0.004 4.717
N 2.415 0.059 5.044
C 1.727 0.651 3.898
C 0.269 0.777 3.653
C -0.808 0.858 4.478
C -2.082 0.964 3.892
C -2.218 0.851 2.481
N -1.237 0.720 1.651
C 0.099 0.885 2.153
C 1.745 1.365 0.718
N 1.477 1.428 -0.679
C 2.322 2.105 -1.459
C 3.557 2.572 -1.071
C 4.006 2.261 0.247
C 3.171 1.648 1.109
C 3.313 1.149 2.507
N 4.524 0.696 3.199
H -0.692 0.811 5.554
H -2.969 1.051 4.504
H -3.219 0.824 2.053
H 2.000 2.226 -2.491
H 4.200 3.071 -1.781
H 5.030 2.476 0.537
```

Output
Highest occupied orbital energy (alpha / beta): -3.86 / -3.90 eV
Gap between HOMO and LUMO (alpha / beta): 5.122 / 5.129 eV
Net charge: -1

These are the Mulliken partial charges, in e, on atoms 1 to 4: Zn 0.9116; C -1.6313; C 0.7429; S -0.5375

---

2.
C30H41BrN6O3S2Si2Ti | ωB97M-V/def2-TZVPD

XYZ file:
```
86
C30H41BrN6O3S2Si2Ti | OMol25 | ωB97M-V/def2-TZVPD
Ti -0.023 -0.111 -0.416
C 0.044 1.450 3.313
Si -1.485 0.927 2.372
C -3.024 1.843 2.911
C -1.860 -0.875 2.732
C -1.283 1.239 0.454
C -2.459 0.593 -0.216
C -3.803 0.949 -0.239
C -4.685 0.138 -0.931
C -4.228 -0.999 -1.596
C -2.885 -1.298 -1.543
N -2.048 -0.515 -0.853
Si -1.021 3.138 0.057
C -0.820 4.213 1.576
C -2.507 3.779 -0.878
C 0.532 3.461 -0.932
H -0.214 2.152 4.108
H 0.798 1.920 2.683
H 0.501 0.575 3.779
H -3.002 1.943 4.000
H -3.917 1.265 2.666
H -3.131 2.842 2.495
H -2.371 -0.908 3.698
H -0.968 -1.494 2.823
H -2.535 -1.328 2.001
H -4.146 1.831 0.278
H -5.737 0.390 -0.958
H -4.906 -1.634 -2.147
H -2.456 -2.156 -2.052
H -1.756 4.405 2.099
H -0.457 5.178 1.212
H -0.091 3.853 2.298
H -3.376 3.893 -0.229
H -2.801 3.176 -1.738
H -2.256 4.778 -1.245
H 1.413 3.335 -0.303
H 0.487 4.515 -1.220
H 0.668 2.876 -1.840
C 5.410 4.285 3.534
C 4.681 3.261 2.716
C 4.506 3.430 1.344
C 3.842 2.482 0.584
C 3.341 1.356 1.224
C 3.507 1.150 2.590
C 4.174 2.109 3.324
S 2.603 0.113 0.269
O 1.780 0.791 -0.802
O 3.533 -0.858 -0.206
N 1.370 -0.498 1.093
C 1.086 -1.867 1.166
C 1.718 -2.884 1.845
C 1.103 -4.129 1.809
C -0.093 -4.312 1.120
C -0.648 -3.246 0.443
N -0.041 -2.054 0.460
H 5.648 5.169 2.946
H 6.343 3.869 3.917
H 4.814 4.590 4.394
H 4.898 4.316 0.861
H 3.717 2.614 -0.483
H 3.108 0.265 3.068
H 4.305 1.968 4.390
H 2.636 -2.708 2.387
H 1.553 -4.960 2.336
H -0.585 -5.274 1.105
H -1.565 -3.330 -0.121
O 1.567 -1.943 -6.181
C 1.190 -1.596 -4.958
C 1.627 -2.231 -3.795
C 1.152 -1.787 -2.591
N 0.281 -0.763 -2.461
C -0.096 -0.150 -3.590
Br -1.235 1.338 -3.389
C 0.308 -0.520 -4.845
H 2.180 -2.691 -6.177
H 2.306 -3.072 -3.830
H 1.473 -2.274 -1.678
H -0.031 0.004 -5.726
N -1.258 -6.947 -2.772
C -1.765 -5.779 -3.189
N -2.946 -5.821 -3.815
S -0.945 -4.324 -2.923
H -1.671 -7.831 -3.020
H -0.334 -6.948 -2.378
H -3.416 -6.686 -4.026
H -3.321 -4.969 -4.190
```

Output
Highest occupied orbital energy: -13.20 eV
Gap between HOMO and LUMO: 6.971 eV
Net charge: +2

These are the Mulliken partial charges, in e, on atoms 1 to 4: Ti -2.5621; C -1.0923; Si 1.3124; C -1.3005

---

3.
C30H41Cl3NO3P2ReSSeSi | ωB97M-V/def2-TZVPD

XYZ file:
```
84
C30H41Cl3NO3P2ReSSeSi | OMol25 | ωB97M-V/def2-TZVPD
Re -0.644 -0.105 -0.842
O -1.736 -1.470 0.314
S -2.839 -0.515 0.213
O -3.924 -0.934 -0.629
O -2.322 0.837 -0.070
C -3.442 -0.504 1.898
C -4.617 -1.135 2.247
C -4.949 -1.253 3.588
C -4.097 -0.738 4.552
C -2.917 -0.109 4.191
C -2.570 0.008 2.850
P -1.045 0.834 2.226
C -1.711 2.544 2.217
C -0.804 3.603 2.213
C -1.248 4.906 2.100
C -2.599 5.171 1.965
C -3.503 4.122 1.936
C -3.066 2.818 2.062
C -0.081 0.800 3.796
C 0.602 -0.397 3.994
C 1.414 -0.578 5.096
C 1.572 0.454 6.006
C 0.906 1.652 5.813
C 0.074 1.825 4.718
H -5.247 -1.525 1.460
H -5.864 -1.751 3.882
H -4.350 -0.836 5.599
H -2.262 0.296 4.950
H 0.257 3.401 2.278
H -0.528 5.709 2.090
H -2.949 6.187 1.863
H -4.561 4.314 1.812
H -3.794 2.017 2.026
H 0.493 -1.188 3.262
H 1.928 -1.518 5.245
H 2.217 0.325 6.865
H 1.031 2.460 6.519
H -0.444 2.764 4.585
Se -0.764 0.356 -3.184
Cl 1.840 1.572 1.263
Si 1.014 1.613 -0.712
Cl 0.293 3.560 -0.787
Cl 2.764 1.878 -1.771
C -0.744 -3.341 -3.188
C -0.051 -4.156 -2.096
C 0.539 -5.442 -2.670
C -1.126 -4.523 -1.071
P 1.234 -2.980 -1.239
N 0.701 -1.533 -1.084
C 1.705 -3.713 0.505
C 2.171 -5.168 0.539
C 2.815 -2.809 1.041
C 0.511 -3.552 1.448
C 2.804 -2.828 -2.342
C 3.466 -1.511 -1.948
C 3.797 -3.982 -2.281
C 2.323 -2.621 -3.777
H -1.727 -3.758 -3.407
H -0.184 -3.308 -4.115
H -0.884 -2.318 -2.849
H -0.270 -6.044 -3.090
H 1.036 -6.030 -1.902
H 1.249 -5.235 -3.465
H -1.985 -4.963 -1.583
H -1.468 -3.632 -0.549
H -0.767 -5.253 -0.347
H 3.046 -5.328 -0.084
H 1.384 -5.850 0.224
H 2.435 -5.423 1.568
H 3.759 -2.973 0.530
H 2.975 -3.011 2.101
H 2.522 -1.766 0.932
H -0.164 -4.403 1.416
H -0.051 -2.657 1.195
H 0.865 -3.459 2.476
H 3.844 -1.499 -0.934
H 2.728 -0.720 -2.047
H 4.294 -1.298 -2.621
H 4.294 -4.031 -1.316
H 4.566 -3.822 -3.038
H 3.319 -4.937 -2.482
H 1.524 -1.880 -3.784
H 1.986 -3.542 -4.242
H 3.144 -2.233 -4.378
```

Output
Highest occupied orbital energy (alpha / beta): -3.49 / -3.58 eV
Gap between HOMO and LUMO (alpha / beta): 5.920 / 6.005 eV
Spin multiplicity: 2
Net charge: -1
Expectation value of S²: 1.0342

These are the Mulliken partial charges, in e, on atoms 1 to 4: Re 1.2356; O -0.0940; S 0.9873; O -0.8044

---

Question: net charge of number 1 (C30H40N5S2SeSi3Zn)?
Answer: -1

---

Question: Which of these has the highest net charge?
Answer: C30H41BrN6O3S2Si2Ti